# 1
The following is a quantum chemistry calculation of a molecular structure, C8H10O3ReS7SbSe2 in a non-equilibrium geometry, from the OMol25 dataset.

Structure (XYZ):
```
32
Properties=species:S:1:pos:R:3:mulliken_charge:R:1
Re 0.095 -0.034 0.327 -0.027
O 0.526 -0.543 4.643 -0.437
C -0.709 0.005 5.033 -1.160
C -1.835 0.017 3.988 2.157
C -3.112 0.165 4.839 -1.174
O -4.324 0.303 4.101 -0.552
C -1.745 1.250 3.091 -1.343
Se -0.019 1.640 2.249 -0.177
C -1.962 -1.262 3.166 -1.392
Se -0.542 -1.811 1.919 0.003
H 0.824 -0.050 3.858 0.323
H -0.596 1.043 5.382 0.298
H -1.033 -0.590 5.894 0.414
H -2.984 1.032 5.502 0.401
H -3.242 -0.720 5.466 0.434
H -4.145 0.900 3.365 0.387
H -1.992 2.141 3.678 0.358
H -2.466 1.180 2.274 0.233
H -2.874 -1.194 2.572 0.420
H -2.066 -2.114 3.841 0.423
S 4.995 1.330 -0.738 -0.762
Sb 3.085 0.235 -1.343 0.399
S 2.252 -0.978 0.653 -0.362
S 1.191 1.737 -0.711 -0.325
O -3.693 0.061 -5.483 -0.634
C -3.101 -0.043 -4.432 0.563
S -1.644 -1.014 -4.210 -0.183
C -1.349 -0.588 -2.536 0.205
C -2.194 0.291 -1.977 0.196
S -2.128 0.762 -0.302 -0.344
S -3.482 0.906 -2.994 -0.182
S -0.062 -1.378 -1.666 -0.161
```

Results
Spin multiplicity: 3
Expectation value of S²: 2.046
Gap between HOMO and LUMO (spin up / spin down): 5.3 / 5.8 eV
Total charge: -2
F_max: 1.0 eV/Å
HOMO (spin up / spin down): -1.63 / -1.79 eV

***

# 2
The following is a quantum chemistry calculation of a molecular structure, C12H20AgClO8 in a non-equilibrium geometry, from the OMol25 dataset.

Structure (XYZ):
```
42
Properties=species:S:1:pos:R:3:mulliken_charge:R:1
Ag -7.166 -5.348 -17.013 0.955
Cl -9.663 -6.281 -16.813 -0.861
O -4.820 -4.483 -16.958 -0.424
C -4.587 -4.115 -15.609 -0.519
C -5.823 -3.405 -14.854 -0.384
O -7.070 -4.139 -15.069 -0.802
H -3.679 -3.512 -15.579 0.416
H -4.195 -4.993 -15.095 0.247
H -5.953 -2.454 -15.371 0.095
H -5.547 -3.158 -13.829 0.322
O -6.277 -6.232 -18.960 -0.188
C -6.411 -7.069 -20.074 -0.516
C -5.061 -7.669 -20.651 -0.432
O -3.721 -7.194 -20.316 -0.740
H -6.692 -6.326 -20.820 0.315
H -7.153 -7.866 -20.115 0.246
H -5.154 -7.767 -21.733 0.312
H -5.038 -8.709 -20.326 0.161
O -6.231 -7.139 -15.941 -0.365
C -6.236 -8.364 -15.848 0.411
O -5.757 -8.962 -14.726 -0.370
C -6.278 -10.264 -14.545 -0.461
C -7.378 -10.433 -15.601 -0.631
C -6.961 -9.390 -16.642 -0.255
H -6.665 -10.439 -13.541 0.279
H -5.422 -10.883 -14.811 0.309
H -8.349 -10.212 -15.158 0.271
H -7.443 -11.489 -15.863 0.343
H -7.781 -8.912 -17.180 0.225
H -6.391 -9.919 -17.405 0.218
O -7.873 -3.630 -18.261 -0.513
C -8.535 -2.563 -18.338 0.273
O -8.912 -2.063 -19.507 -0.348
C -9.793 -0.978 -19.478 -0.380
C -9.827 -0.574 -17.971 -0.490
C -9.069 -1.654 -17.217 -0.221
H -10.805 -1.201 -19.815 0.249
H -9.492 -0.115 -20.073 0.266
H -10.867 -0.684 -17.664 0.194
H -9.490 0.428 -17.706 0.372
H -9.537 -2.351 -16.522 0.298
H -8.296 -1.207 -16.592 0.123
```

Results
Spin multiplicity: 3
Expectation value of S²: 2.024
Gap between HOMO and LUMO (spin up / spin down): 5.3 / 4.7 eV
Total charge: -2
F_max: 6.3 eV/Å
HOMO (spin up / spin down): -0.79 / -0.16 eV

***

# 3
The following is a quantum chemistry calculation of a molecular structure, C18H27N2O4P2PbS2 in a non-equilibrium geometry, from the OMol25 dataset.

Structure (XYZ):
```
56
Properties=species:S:1:pos:R:3:mulliken_charge:R:1
Pb 0.506 -1.018 -0.534 0.594
P -2.241 -0.713 -0.018 0.799
C -2.740 -0.094 -1.645 -0.519
C -2.180 1.272 -1.904 0.362
N -0.841 1.402 -1.781 0.473
C -0.281 2.611 -1.927 0.162
C -1.036 3.740 -2.273 -0.932
C -2.408 3.603 -2.463 -0.676
C -2.988 2.354 -2.270 -0.923
C 1.222 2.745 -1.696 -0.820
P 2.025 1.091 -1.776 0.375
H -4.057 2.174 -2.338 0.503
H -0.511 4.684 -2.402 0.559
H -3.019 4.450 -2.755 0.477
H 1.650 3.410 -2.468 0.731
H 1.420 3.201 -0.708 0.511
H -2.228 -0.874 -2.543 -0.279
H -3.829 -0.117 -1.770 0.805
H -0.762 -1.832 -3.524 0.464
O -1.799 -1.548 -3.640 -0.645
H -2.330 -2.352 -3.787 0.363
H 1.109 -1.778 -2.617 0.163
O 0.655 -2.006 -3.501 -0.512
H 1.146 -2.778 -3.840 0.368
C 2.201 0.887 -3.573 -1.214
H 2.820 1.710 -3.955 0.495
H 2.687 -0.071 -3.805 0.410
H 1.218 0.909 -4.063 0.382
C 3.707 1.396 -1.171 -1.107
H 4.242 0.435 -1.187 0.420
H 4.227 2.119 -1.816 0.442
H 3.672 1.758 -0.134 0.369
C -2.506 0.563 1.257 -1.110
H -3.535 0.952 1.254 0.489
H -2.301 0.093 2.230 0.419
H -1.795 1.390 1.139 0.310
C -3.402 -2.033 0.412 -1.114
H -2.956 -2.594 1.245 0.345
H -4.382 -1.635 0.713 0.441
H -3.525 -2.701 -0.450 0.422
O 0.926 -4.133 2.214 -0.580
S 0.263 -2.961 2.720 1.042
O -1.161 -3.016 2.981 -0.608
N 0.580 -1.656 1.692 -0.211
C 1.048 -0.556 2.320 1.052
S 1.113 0.873 1.410 -0.388
C 1.463 -0.837 3.673 0.248
C 2.195 -0.046 4.568 -0.627
C 2.569 -0.594 5.795 -0.707
C 2.223 -1.916 6.129 -0.524
C 1.480 -2.709 5.243 -0.618
C 1.132 -2.154 4.022 0.302
H 2.460 0.968 4.267 0.445
H 3.141 0.005 6.503 0.433
H 2.538 -2.341 7.082 0.441
H 1.175 -3.731 5.466 0.496
```

Results
Gap between HOMO and LUMO (spin up / spin down): 3.8 / 3.9 eV
Total charge: +3
F_max: 3.3 eV/Å
HOMO (spin up / spin down): -17.52 / -17.58 eV

***

# 4
The following is a quantum chemistry calculation of 6 unconnected molecules or ions with the total composition C2H18NO5 in a non-equilibrium geometry, from the OMol25 dataset.

Structure (XYZ):
```
26
Properties=species:S:1:pos:R:3:mulliken_charge:R:1
C -1.233 -1.856 1.454 -0.841
N 0.172 -1.388 1.399 -0.090
C 0.527 -0.437 2.524 -0.765
H -1.590 -2.536 0.680 0.328
H -1.319 -2.478 2.352 0.392
H -1.895 -0.987 1.566 0.339
H 0.420 -0.925 0.505 0.326
H 0.834 -2.162 1.350 0.365
H 1.538 -0.588 2.871 0.308
H -0.212 -0.726 3.277 0.400
H 0.262 0.540 2.146 0.278
H -0.098 0.822 -3.107 0.405
H 1.288 0.919 -2.625 0.335
O 0.690 1.380 -3.205 -0.676
H -2.140 -0.663 -2.650 0.303
H -0.861 -1.327 -2.683 0.332
O -1.239 -0.508 -2.326 -0.669
H 1.368 2.440 -0.723 0.272
H 0.239 1.560 -1.111 0.301
O 0.965 1.622 -0.480 -0.583
H 2.408 0.347 0.041 0.290
H 2.823 -0.874 -0.650 0.272
O 2.103 -0.557 -0.084 -0.618
H -2.581 2.214 1.299 0.299
H -1.329 1.566 0.830 0.289
O -2.058 1.414 1.442 -0.592
```

Results
Gap between HOMO and LUMO: 11.2 eV
Total charge: +1
F_max: 1.9 eV/Å
HOMO: -14.18 eV

***

# 5
The following is a quantum chemistry calculation of a single C2H9NOSi2 molecule in a non-equilibrium geometry, from the OMol25 dataset.

Structure (XYZ):
```
15
Properties=species:S:1:pos:R:3:mulliken_charge:R:1
C 0.949 -0.594 -1.267 -0.391
C 1.302 0.755 -0.536 -0.627
N -1.939 -0.407 0.548 0.127
O 0.382 -1.486 -0.292 -0.180
Si -2.519 1.053 0.481 0.157
Si -1.114 -1.804 0.057 0.114
H 2.113 0.738 0.202 0.277
H 1.625 1.447 -1.343 0.322
H 0.355 1.226 -0.189 -0.037
H 1.816 -1.068 -1.713 0.294
H -3.766 1.284 -0.168 -0.064
H -1.776 2.175 0.989 -0.081
H -1.898 -1.926 -1.357 -0.142
H -1.086 -2.935 0.903 -0.151
H 0.217 -0.460 -1.956 0.382
```

Results
Gap between HOMO and LUMO: 8.6 eV
SMILES: CCO[SiH2]N=[SiH2]
F_max: 4.4 eV/Å
HOMO: -8.92 eV

***

# 6
The following is a quantum chemistry calculation of 7 unconnected molecules or ions with the total composition C18H30Cl10F6O4 in a non-equilibrium geometry, from the OMol25 dataset.

Structure (XYZ):
```
68
Properties=species:S:1:pos:R:3:mulliken_charge:R:1
C 2.078 3.374 -3.349 -0.984
C 3.315 3.854 -2.585 -0.277
O 2.956 3.663 -1.182 -0.183
C 3.845 3.630 -0.196 0.254
O 5.036 3.394 -0.318 -0.561
C 3.309 3.893 1.207 0.929
F 4.124 4.825 1.773 -0.251
F 2.082 4.389 1.098 -0.236
F 3.258 2.730 1.871 -0.213
H 1.857 2.315 -3.212 0.228
H 2.255 3.488 -4.418 0.419
H 1.196 3.959 -3.087 0.234
H 3.377 4.937 -2.689 0.248
H 4.267 3.337 -2.703 0.375
C 4.844 -4.841 -0.424 -1.125
C 3.729 -5.820 -0.082 -0.225
O 2.457 -5.225 -0.011 -0.331
C 2.036 -4.644 1.158 0.135
O 2.611 -4.886 2.234 -0.576
C 0.903 -3.662 0.971 1.199
F -0.019 -3.982 1.819 -0.241
F 1.413 -2.455 1.348 -0.248
F 0.469 -3.628 -0.282 -0.273
H 5.129 -4.336 0.498 0.291
H 4.597 -4.115 -1.199 0.299
H 5.776 -5.315 -0.732 0.396
H 3.797 -6.429 0.820 0.338
H 3.764 -6.615 -0.827 0.325
Cl -0.189 -2.374 4.814 -0.210
C 0.558 -0.861 4.339 0.093
C 1.956 -0.754 4.970 -0.519
Cl 2.875 0.599 4.211 -0.140
H -0.122 -0.046 4.590 0.346
H 0.656 -0.849 3.254 -0.198
H 2.636 -1.604 4.911 0.310
H 1.823 -0.635 6.045 0.350
Cl -1.475 4.100 -0.753 -0.139
C -2.176 5.439 0.219 -0.565
C -2.809 6.462 -0.739 -0.418
Cl -1.556 7.183 -1.815 -0.183
H -1.403 5.875 0.852 0.292
H -2.859 4.958 0.918 0.323
H -3.353 7.284 -0.275 0.346
H -3.541 5.972 -1.381 0.280
Cl -5.850 -2.432 -4.214 -0.191
C -5.339 -0.779 -4.071 -0.545
C -4.692 -0.388 -2.707 -0.092
Cl -4.179 1.338 -2.717 -0.153
H -6.162 -0.130 -4.367 0.335
H -4.602 -0.531 -4.835 0.308
H -3.803 -1.008 -2.588 -0.022
H -5.384 -0.661 -1.910 0.336
Cl -0.015 0.840 0.994 -0.121
C -0.153 0.722 -0.791 0.152
C -1.030 -0.433 -1.219 -0.074
Cl -1.256 -0.543 -2.956 -0.206
H 0.868 0.677 -1.171 0.231
H -0.534 1.692 -1.108 -0.137
H -2.033 -0.241 -0.838 0.261
H -0.784 -1.401 -0.783 -0.019
Cl -4.210 -3.078 -0.310 -0.168
C -4.551 -3.058 1.458 -0.513
C -3.230 -2.864 2.271 -0.416
Cl -2.273 -1.593 1.591 -0.008
H -4.872 -4.093 1.581 0.351
H -5.352 -2.332 1.598 0.304
H -2.548 -3.705 2.145 0.139
H -3.500 -2.582 3.288 0.337
```

Results
Gap between HOMO and LUMO: 11.0 eV
SMILES: CCOC(=O)C(F)(F)F.CCOC(=O)C(F)(F)F.ClCCCl.ClCCCl.ClCCCl.ClCCCl.ClCCCl
F_max: 5.7 eV/Å
HOMO: -10.53 eV